Version w
Molecular formula: C2H6O3S
Method: DFT, ωB97M-V/def2-TZVPD

Values from the calculation:
molecular weight: 110.1 u
frontier orbital gap: 9.66 eV

Geometry as XYZ:
```
12
Properties=species:S:1:pos:R:3:mulliken_charge:R:1
C -0.738 0.434 -1.201 -0.375
C 0.534 -0.286 1.560 -0.278
O -1.335 1.684 -1.004 -0.453
O 0.756 -1.635 -0.616 -0.626
O 1.775 0.006 0.961 -0.549
S -0.369 -1.037 0.115 0.380
H 0.205 0.747 -1.515 0.317
H -1.245 -0.370 -1.923 0.272
H -2.191 1.441 -0.601 0.323
H 0.445 -1.013 2.301 0.302
H 0.204 0.730 1.810 0.285
H 1.960 -0.701 0.115 0.401
```

Version x
Molecular formula: C2H6O3S
Method: DFT, ωB97M-V/def2-TZVPD

Values from the calculation:
molecular weight: 110.1 u
frontier orbital gap: 10.68 eV

Geometry as XYZ:
```
12
Properties=species:S:1:pos:R:3:mulliken_charge:R:1
O 0.502 0.945 0.252 -0.463
C -0.139 0.120 -0.401 0.289
O -1.429 0.221 -0.825 -0.244
C -1.816 -0.699 -1.784 -0.417
S -3.593 -0.659 -2.242 -0.206
H 0.304 -0.847 -0.710 0.247
H -1.542 -1.716 -1.442 0.304
H -1.237 -0.487 -2.704 0.351
H -3.799 0.495 -2.912 0.138
O 4.214 0.591 4.537 -0.652
H 4.686 1.452 4.608 0.324
H 3.851 0.583 3.622 0.327
```

The structure shown above that is least stable: version w.